Below is 2 unconnected molecules or ions with the total composition C7H7N2O2S in a non-equilibrium geometry, with properties calculated with ωB97M-V/def2-TZVPD.

Geometry (Å):
C1 -2.793 0.546 -1.187
C2 -1.590 -0.211 -1.188
C3 -3.185 0.879 0.088
C4 -1.172 -0.294 0.061
C5 1.565 -0.461 0.022
C6 2.894 1.442 0.701
C7 0.458 -1.430 0.736
N1 -0.001 -3.545 -0.269
N2 0.171 -2.627 0.348
O1 1.819 -0.530 -1.118
O2 1.980 0.299 0.915
S1 -2.112 0.387 1.318
H1 -3.129 0.719 -2.190
H2 -0.962 -0.665 -2.047
H3 -4.035 1.501 0.200
H4 3.736 1.499 1.387
H5 2.494 2.480 0.678
H6 3.496 1.309 -0.325
H7 0.366 -1.299 1.870

LUMO level = -5.79 eV
ΔE to the lowest compared entry with this formula, charge and spin = 355.89 kJ/mol
Charge = +1

=====

Below is a molecular structure, C31H67N5O9 in a non-equilibrium geometry, with properties calculated with ωB97M-V/def2-TZVPD.

Geometry (Å):
C1 -0.008 -1.958 -0.631
O1 -0.419 -2.443 -1.580
N1 0.293 -0.643 -0.341
C2 1.320 -0.322 0.659
C3 -0.269 0.392 -1.134
H1 0.629 -2.636 -0.043
H2 2.091 0.340 0.264
H3 1.892 -1.173 1.028
H4 1.000 0.310 1.487
H5 -0.764 1.224 -0.632
H6 0.616 0.882 -1.540
H7 -0.621 0.065 -2.112
C4 4.332 1.319 2.523
O2 4.369 0.159 2.232
N2 3.653 2.233 1.780
C5 3.782 3.690 2.131
C6 2.712 1.804 0.636
H8 4.867 1.840 3.332
H9 4.365 3.848 3.038
H10 2.802 4.148 2.264
H11 4.354 4.147 1.324
H12 2.123 0.899 0.788
H13 1.950 2.583 0.589
H14 3.118 1.716 -0.372
C7 -2.936 -3.522 0.649
O3 -2.425 -4.415 0.015
N3 -2.859 -2.212 0.540
C8 -3.708 -1.301 1.342
C9 -2.197 -1.550 -0.595
H15 -3.632 -3.780 1.462
H16 -4.450 -0.774 0.742
H17 -3.030 -0.601 1.829
H18 -4.276 -1.828 2.109
H19 -1.960 -2.268 -1.380
H20 -2.794 -0.782 -1.086
H21 -1.256 -1.048 -0.369
C10 1.491 -3.366 0.840
O4 1.599 -2.176 0.386
N4 1.779 -3.754 2.148
C11 1.699 -5.118 2.501
C12 2.235 -2.923 3.320
H22 1.251 -4.239 0.213
H23 1.603 -5.735 1.607
H24 0.870 -5.311 3.182
H25 2.620 -5.457 2.976
H26 1.829 -3.334 4.245
H27 3.293 -2.663 3.343
H28 1.784 -1.943 3.167
C13 1.447 1.416 -2.745
O5 0.382 1.776 -3.108
N5 1.929 0.138 -2.813
C14 3.285 -0.110 -2.273
C15 1.180 -0.965 -3.285
H29 2.152 2.129 -2.291
H30 3.413 -0.716 -1.375
H31 3.611 0.843 -1.857
H32 3.957 -0.354 -3.095
H33 0.839 -1.617 -2.481
H34 0.259 -0.783 -3.840
H35 1.847 -1.539 -3.928
C16 -2.627 -3.361 -3.406
C17 -1.380 -2.818 -2.578
C18 -1.422 -1.421 -3.033
O6 -2.017 -1.385 -4.321
C19 -2.849 -2.512 -4.715
H36 -3.459 -3.232 -2.713
H37 -2.497 -4.432 -3.562
H38 -0.664 -3.541 -2.971
H39 -1.419 -2.829 -1.489
H40 -0.431 -1.033 -3.269
H41 -1.895 -0.725 -2.341
H42 -2.475 -3.094 -5.557
H43 -3.935 -2.434 -4.758
C20 -3.146 1.143 1.685
C21 -3.557 1.206 0.215
C22 -2.312 1.550 -0.569
O7 -1.437 2.179 0.374
C23 -2.052 2.152 1.682
H44 -2.880 0.136 2.007
H45 -3.806 1.430 2.504
H46 -4.379 1.912 0.094
H47 -3.887 0.208 -0.075
H48 -2.501 2.177 -1.440
H49 -1.960 0.600 -0.971
H50 -2.459 3.162 1.741
H51 -1.363 1.972 2.508
C24 0.047 0.366 2.745
C25 -0.275 0.639 4.160
C26 0.814 1.725 4.541
O8 1.890 1.314 3.736
C27 1.328 0.995 2.485
H52 -0.719 0.691 2.041
H53 0.262 -0.699 2.660
H54 0.011 -0.196 4.798
H55 -1.290 0.858 4.490
H56 1.128 1.690 5.585
H57 0.628 2.750 4.220
H58 2.012 0.224 2.132
H59 1.209 1.668 1.636
C28 -1.221 3.337 -2.208
C29 -0.510 4.660 -2.336
C30 0.918 4.289 -2.440
O9 1.047 3.315 -1.455
C31 -0.266 2.656 -1.208
H60 -1.440 2.850 -3.158
H61 -2.094 3.512 -1.581
H62 -0.657 5.113 -1.356
H63 -1.025 5.281 -3.069
H64 1.551 5.161 -2.276
H65 1.257 3.811 -3.358
H66 -0.565 2.846 -0.177
H67 -0.251 1.591 -1.437

LUMO level = 0.05 eV
ΔE to the lowest compared entry with this formula, charge and spin = 5727.25 kJ/mol

=====

Below is C11H13ClN2O3 in the gas phase in a non-equilibrium geometry, with properties calculated with ωB97M-V/def2-TZVPD.

Geometry (Å):
C1 2.794 0.794 2.838
H1 2.292 1.672 3.236
C2 2.319 -0.482 3.523
H2 2.529 -0.417 4.592
C3 0.817 -0.789 3.349
C4 0.541 -1.018 1.871
O1 0.680 -2.095 1.346
N1 0.154 0.103 1.173
C5 -0.146 0.120 -0.190
C6 -1.334 0.697 -0.621
C7 -1.657 0.711 -1.970
C8 -0.813 0.142 -2.917
C9 0.382 -0.406 -2.500
C10 0.733 -0.401 -1.154
Cl1 2.282 -0.976 -0.708
H3 1.068 -0.827 -3.217
H4 -1.097 0.152 -3.957
N2 -2.892 1.324 -2.387
O2 -3.168 1.286 -3.566
O3 -3.578 1.843 -1.531
H5 -2.021 1.134 0.088
H6 -0.206 0.877 1.711
C11 -0.077 0.248 4.025
H7 0.080 0.206 5.100
H8 -1.127 0.035 3.832
H9 0.146 1.263 3.704
H10 0.636 -1.759 3.825
H11 2.883 -1.328 3.123
H12 2.625 0.750 1.765
H13 3.861 0.918 3.005

LUMO level = -0.70 eV
Structure (SMILES) = CC[C@@H](C)C(=O)Nc1cc([N+](=O)[O-])ccc1Cl
ΔE to the lowest compared entry with this formula, charge and spin = 0.00 kJ/mol

=====

Below is a molecular structure, C46H41BN6P2ReSi, with properties calculated with ωB97M-V/def2-TZVPD.

Geometry (Å):
Re1 0.015 0.465 0.124
C1 -3.990 -1.281 1.035
C2 -3.196 -0.243 0.584
N1 -1.896 -0.588 0.591
N2 -1.861 -1.869 1.038
C3 -3.095 -2.301 1.302
B1 -0.605 -2.721 0.878
N3 -0.095 -2.603 -0.576
C4 0.398 -3.598 -1.318
C5 1.202 -3.063 -2.308
C6 1.158 -1.698 -2.092
N4 0.350 -1.409 -1.052
N5 0.533 -2.150 1.731
C7 1.348 -2.787 2.574
C8 2.413 -1.957 2.876
C9 2.167 -0.805 2.150
N6 1.017 -0.913 1.468
H1 -5.059 -1.298 1.140
H2 -3.509 0.713 0.219
H3 -3.253 -3.307 1.650
H4 -0.826 -3.852 1.167
H5 0.165 -4.621 -1.073
H6 1.753 -3.588 -3.066
H7 1.664 -0.926 -2.643
H8 1.126 -3.792 2.890
H9 3.252 -2.165 3.514
H10 2.761 0.092 2.103
C10 -2.007 -1.256 -2.959
Si1 -1.416 0.397 -2.339
C11 0.225 1.141 -2.735
C12 0.667 1.556 -3.993
C13 1.988 1.942 -4.153
C14 2.847 1.887 -3.060
C15 2.390 1.515 -1.805
C16 1.053 1.165 -1.596
P1 0.869 1.916 1.706
C17 2.240 3.097 1.804
C18 2.121 4.268 2.557
C19 3.188 5.141 2.667
C20 4.395 4.848 2.043
C21 4.534 3.673 1.323
C22 3.461 2.803 1.200
C23 0.583 1.451 3.415
C24 1.478 1.747 4.450
C25 1.196 1.358 5.746
C26 0.024 0.670 6.031
C27 -0.874 0.373 5.015
C28 -0.602 0.769 3.718
C29 -2.901 1.508 -2.200
C30 -3.994 1.368 -3.056
C31 -5.099 2.199 -2.916
C32 -5.129 3.148 -1.906
C33 -4.052 3.292 -1.040
C34 -2.932 2.487 -1.200
P2 -1.413 2.602 -0.188
C35 -0.580 4.070 -0.891
C36 0.800 4.226 -0.871
C37 1.389 5.409 -1.292
C38 0.600 6.454 -1.741
C39 -0.781 6.310 -1.769
C40 -1.368 5.132 -1.344
C41 -2.046 3.260 1.406
C42 -1.341 4.308 2.001
C43 -1.718 4.806 3.238
C44 -2.816 4.273 3.897
C45 -3.547 3.260 3.297
C46 -3.169 2.758 2.060
H11 -2.458 -1.113 -3.946
H12 -2.800 -1.613 -2.298
H13 -1.236 -2.015 -3.059
H14 0.001 1.549 -4.847
H15 2.354 2.253 -5.121
H16 3.890 2.147 -3.188
H17 3.099 1.488 -0.993
H18 1.201 4.488 3.078
H19 3.084 6.046 3.248
H20 5.231 5.527 2.135
H21 5.480 3.426 0.862
H22 3.598 1.875 0.662
H23 2.404 2.265 4.240
H24 1.896 1.585 6.539
H25 -0.192 0.371 7.048
H26 -1.793 -0.152 5.238
H27 -1.323 0.563 2.934
H28 -4.004 0.608 -3.826
H29 -5.943 2.091 -3.584
H30 -6.001 3.776 -1.780
H31 -4.102 4.020 -0.241
H32 1.435 3.427 -0.538
H33 2.466 5.504 -1.270
H34 1.055 7.377 -2.072
H35 -1.405 7.119 -2.123
H36 -2.442 5.052 -1.380
H37 -0.518 4.769 1.474
H38 -1.168 5.628 3.677
H39 -3.117 4.663 4.859
H40 -4.422 2.856 3.788
H41 -3.779 1.983 1.622

LUMO level (alpha / beta) = -6.82 / -7.12 eV
2S+1 = 2
<S²> = 1.13
Charge = +2